[1]
Computed, not measured: a cluster of 7 separate species, C63H133N7O7 in total, with wB97M-V/def2-TZVPD.

Output
Electronic energy   -92237.8989 eV
ΔE to the lowest compared entry with this formula, charge and spin   627.2 kJ/mol
HOMO energy   -7.9 eV
Structure (SMILES)   CC1(C)CCCC(C)(C)N1O.CC1(C)CCCC(C)(C)N1O.CC1(C)CCCC(C)(C)N1O.CC1(C)CCCC(C)(C)N1O.CC1(C)CCCC(C)(C)N1O.CC1(C)CCCC(C)(C)N1O.CC1(C)CCCC(C)(C)N1O
Orbital gap   8.39 eV

The geometry in ORCA input format:
```
! wB97M-V def2-TZVPD RIJCOSX def2/J DEFGRID3
* xyz 0 1
C -0.42 -5.61 1.14
C 0.57 -6.73 1.23
C 0.65 -7.24 2.65
C -0.54 -7.95 3.13
C -0.89 -9.07 2.10
C -0.99 -8.73 0.58
N 0.15 -7.80 0.31
O 0.13 -7.41 -1.08
C -0.90 -9.96 -0.38
C -2.37 -8.08 0.41
C 2.03 -6.30 0.86
H -0.59 -5.40 0.09
H -0.11 -4.64 1.53
H -1.38 -5.90 1.56
H 1.48 -7.93 2.74
H 0.93 -6.37 3.25
H -1.31 -7.19 3.18
H -0.38 -8.22 4.18
H -1.80 -9.57 2.43
H -0.08 -9.77 2.31
H -1.31 -10.89 0.02
H -1.42 -9.73 -1.31
H 0.12 -10.15 -0.70
H -2.17 -7.05 0.10
H -3.03 -8.55 -0.31
H -3.00 -8.07 1.30
H 2.07 -6.07 -0.20
H 2.65 -7.19 0.95
H 2.54 -5.62 1.54
H 0.91 -7.88 -1.38
C 1.92 -2.88 -3.96
C 1.60 -2.60 -5.42
C 2.14 -1.19 -5.85
C 3.66 -1.26 -6.29
C 3.84 -2.33 -7.36
C 3.42 -3.72 -6.83
N 2.06 -3.68 -6.32
O 1.51 -4.96 -6.01
C 3.35 -4.51 -8.17
C 4.43 -4.42 -5.96
C 0.05 -2.50 -5.69
H 1.34 -3.78 -3.75
H 1.62 -2.10 -3.26
H 3.00 -2.98 -3.80
H 1.52 -0.89 -6.70
H 2.15 -0.48 -5.02
H 4.24 -1.43 -5.39
H 3.97 -0.29 -6.68
H 4.91 -2.42 -7.54
H 3.28 -1.99 -8.23
H 2.69 -3.98 -8.86
H 4.27 -4.60 -8.75
H 2.97 -5.53 -8.06
H 4.82 -3.73 -5.21
H 4.22 -5.45 -5.66
H 5.32 -4.51 -6.57
H -0.40 -3.45 -5.40
H -0.20 -2.35 -6.74
H -0.44 -1.68 -5.17
H 0.86 -4.99 -6.71
C 0.14 4.24 -8.77
C 0.41 3.82 -7.33
C 0.81 5.03 -6.47
C -0.36 5.97 -6.17
C -1.57 5.40 -5.53
C -2.00 4.01 -6.20
N -0.79 3.18 -6.67
O -1.19 1.96 -7.18
C -2.75 3.15 -5.14
C -2.92 4.31 -7.40
C 1.61 2.82 -7.26
H -0.50 5.11 -8.92
H -0.20 3.36 -9.33
H 1.06 4.61 -9.23
H 1.22 4.60 -5.56
H 1.60 5.59 -6.97
H -0.60 6.46 -7.12
H -0.03 6.82 -5.59
H -2.31 6.20 -5.60
H -1.44 5.26 -4.45
H -2.01 2.91 -4.37
H -3.50 3.70 -4.56
H -3.29 2.25 -5.43
H -3.06 5.39 -7.42
H -2.51 4.02 -8.37
H -3.91 3.87 -7.23
H 1.59 2.38 -6.26
H 2.57 3.25 -7.54
H 1.43 2.00 -7.96
H -1.38 1.37 -6.45
C -1.38 1.47 5.66
C -0.16 2.36 5.65
C 0.97 1.47 6.31
C 2.29 2.18 6.06
C 2.41 2.37 4.51
C 1.40 3.41 3.97
N 0.11 2.91 4.32
O -1.02 3.55 3.77
C 1.65 4.89 4.46
C 1.53 3.41 2.34
C -0.48 3.53 6.60
H -2.21 1.75 5.02
H -1.88 1.38 6.63
H -1.10 0.42 5.51
H 0.86 1.25 7.37
H 1.10 0.45 5.93
H 3.13 1.62 6.46
H 2.26 3.21 6.42
H 2.30 1.39 4.04
H 3.39 2.67 4.15
H 1.32 5.16 5.46
H 2.62 5.38 4.37
H 0.99 5.50 3.85
H 2.35 3.97 1.90
H 1.71 2.40 1.97
H 0.58 3.55 1.83
H 0.41 3.83 7.15
H -1.18 3.23 7.37
H -0.85 4.46 6.15
H -1.41 2.76 3.38
C -0.08 10.78 -0.81
C -0.92 9.49 -0.36
C -1.25 8.88 -1.70
C -1.52 7.37 -1.72
C -0.47 6.58 -0.93
C -0.15 7.17 0.49
N 0.03 8.66 0.39
O 0.46 9.31 1.54
C -1.10 6.74 1.62
C 1.21 6.56 0.78
C -2.26 9.81 0.49
H -0.73 11.43 -1.38
H 0.81 10.55 -1.40
H 0.24 11.39 0.03
H -2.20 9.31 -2.02
H -0.46 9.05 -2.43
H -1.52 7.03 -2.75
H -2.55 7.31 -1.37
H 0.42 6.45 -1.55
H -0.94 5.63 -0.69
H -2.17 6.87 1.47
H -1.10 5.67 1.82
H -0.88 7.15 2.61
H 1.14 5.48 0.66
H 1.97 6.85 0.06
H 1.72 6.61 1.74
H -2.04 10.36 1.41
H -2.88 8.97 0.78
H -2.90 10.53 -0.02
H 1.36 9.64 1.42
C -2.17 -1.06 2.03
C -0.79 -0.48 1.46
C -0.13 -1.53 0.47
C -0.66 -1.54 -0.98
C -0.41 -0.21 -1.59
C -1.14 0.91 -0.81
N -0.84 0.75 0.65
O -1.43 1.84 1.35
C -0.53 2.28 -1.34
C -2.68 0.83 -1.12
C 0.23 -0.21 2.60
H -2.01 -2.08 2.37
H -3.00 -1.13 1.32
H -2.51 -0.45 2.87
H 0.91 -1.22 0.38
H -0.12 -2.56 0.82
H -1.71 -1.81 -0.95
H -0.05 -2.24 -1.55
H -0.87 -0.23 -2.57
H 0.65 0.04 -1.58
H 0.51 2.34 -1.04
H -0.55 2.16 -2.43
H -1.21 3.01 -0.90
H -3.14 -0.06 -0.70
H -3.25 1.66 -0.68
H -2.81 0.63 -2.18
H 0.64 -1.19 2.88
H -0.25 0.32 3.42
H 1.04 0.36 2.15
H -0.66 2.33 1.65
C 1.20 -4.81 8.74
C 0.23 -5.16 7.54
C -1.09 -5.62 8.18
C -2.41 -5.45 7.37
C -2.50 -4.03 6.81
C -1.23 -3.64 5.92
N 0.03 -3.95 6.68
O 1.17 -3.55 5.92
C -1.23 -4.44 4.57
C -1.32 -2.08 5.73
C 0.81 -6.39 6.73
H 1.29 -5.65 9.43
H 0.91 -3.87 9.21
H 2.21 -4.69 8.34
H -1.08 -6.70 8.30
H -1.26 -5.06 9.10
H -3.31 -5.71 7.94
H -2.54 -6.33 6.74
H -2.60 -3.31 7.62
H -3.49 -3.97 6.36
H -0.96 -5.49 4.59
H -2.27 -4.45 4.24
H -0.59 -4.00 3.79
H -2.21 -1.82 5.16
H -1.50 -1.62 6.70
H -0.42 -1.63 5.32
H 0.72 -7.40 7.11
H 1.87 -6.34 6.49
H 0.35 -6.32 5.75
H 1.40 -2.77 6.43
*
```



[2]
Computed, not measured: a cluster of 2 separate species, C4H10N2 in total, with wB97M-V/def2-TZVPD.

Output
Electronic energy   -7287.2771 eV
ΔE to the lowest compared entry with this formula, charge and spin   114.2 kJ/mol
⟨S²⟩   0.7530
HOMO energy (spin up / spin down)   1.7 / -2.8 eV
Orbital gap (spin up / spin down)   2.28 / 6.72 eV

The geometry in ORCA input format:
```
! wB97M-V def2-TZVPD RIJCOSX def2/J DEFGRID3
* xyz -1 2
C 1.54 -1.08 -0.57
C 1.33 0.39 -0.38
C 2.22 1.24 0.28
H 2.03 -1.37 -1.51
H 2.02 -1.49 0.33
H 0.56 -1.60 -0.63
H 0.44 0.87 -0.73
H 1.92 2.28 0.25
H 3.10 0.95 0.84
N -1.93 0.82 -0.31
C -2.11 -0.23 0.57
N -2.68 -1.32 0.24
H -2.61 0.80 -1.05
H -1.52 1.64 0.06
H -1.68 0.02 1.54
H -2.62 -1.92 1.06
*
```



[3]
Computed, not measured: a cluster of 2 separate species, C2H2N2O2S in total, with wB97M-V/def2-TZVPD.

Output
Electronic energy   -20014.9549 eV
ΔE to the lowest compared entry with this formula, charge and spin   134.5 kJ/mol
HOMO energy   -10.0 eV
Structure (SMILES)   N#CSO.N=C=O
Orbital gap   9.64 eV

The geometry in ORCA input format:
```
! wB97M-V def2-TZVPD RIJCOSX def2/J DEFGRID3
* xyz 0 1
C -1.89 1.22 0.19
C 1.95 -0.58 -0.77
N -2.10 2.21 0.74
N 1.87 0.38 -0.09
O -1.58 -1.42 0.66
O 2.16 -1.61 -1.34
S -1.52 -0.30 -0.52
H -0.73 -1.38 1.25
H 1.84 1.47 -0.12
*
```



[4]
Computed, not measured: a cluster of 2 separate species, C3H6N3 in total, with wB97M-V/def2-TZVPD.

Output
Electronic energy   -7661.3849 eV
ΔE to the lowest compared entry with this formula, charge and spin   964.0 kJ/mol
HOMO energy (spin up / spin down)   -14.0 / -12.8 eV
Orbital gap (spin up / spin down)   7.85 / 6.78 eV

The geometry in ORCA input format:
```
! wB97M-V def2-TZVPD RIJCOSX def2/J DEFGRID3
* xyz 1 1
C -2.57 0.46 1.58
C -0.14 0.64 1.24
C 1.45 0.40 -0.66
N 1.57 -1.50 -2.05
N 1.71 -0.41 -1.56
N 0.33 -0.01 0.31
H -2.86 -0.53 1.99
H -3.02 0.76 0.61
H 0.11 1.59 1.50
H 2.04 1.27 -0.20
H 1.40 -1.76 -2.95
H -0.01 -0.91 0.19
*
```



[5]
Computed, not measured: a cluster of 7 separate species, H14O7 in total, with wB97M-V/def2-TZVPD.

Output
Electronic energy   -14560.1335 eV
ΔE to the lowest compared entry with this formula, charge and spin   128.1 kJ/mol
HOMO energy   -11.1 eV
Structure (SMILES)   O.O.O.O.O.O.O
Orbital gap   11.58 eV

The geometry in ORCA input format:
```
! wB97M-V def2-TZVPD RIJCOSX def2/J DEFGRID3
* xyz 0 1
O -1.40 1.12 -1.88
H -1.20 1.04 -0.94
H -2.11 0.55 -2.05
O -2.25 -1.33 0.27
H -2.25 -1.59 1.15
H -2.09 -0.34 0.42
O 0.35 -0.10 1.78
H 1.22 0.33 1.49
H 0.38 -0.77 1.06
O 2.46 1.19 1.15
H 2.52 0.77 0.21
H 3.35 1.26 1.44
O -0.20 -1.44 -1.65
H -0.49 -0.70 -2.31
H -0.98 -1.52 -1.08
O -1.80 1.35 0.94
H -1.82 2.20 1.37
H -1.04 0.82 1.27
O 2.46 -0.67 -0.66
H 3.22 -1.22 -0.81
H 1.69 -0.97 -1.21
*
```



[6]
Computed, not measured: a structure of composition C43H28Cl5I2N5O3PS2V, with wB97M-V/def2-TZVPD.

Output
Electronic energy   -194101.5854 eV
⟨S²⟩   2.0167
HOMO energy (spin up / spin down)   -8.0 / -8.1 eV
Orbital gap (spin up / spin down)   6.67 / 6.73 eV

The geometry in ORCA input format:
```
! wB97M-V def2-TZVPD RIJCOSX def2/J DEFGRID3
* xyz 0 3
V -1.03 -0.10 0.04
I -7.14 1.01 4.55
C -5.68 0.73 3.09
C -5.88 1.25 1.82
C -4.90 1.06 0.85
I -5.21 1.84 -1.06
C -3.73 0.36 1.14
O -2.82 0.21 0.20
C -3.55 -0.17 2.43
C -2.31 -0.96 2.75
N -1.09 -0.33 2.23
C -0.80 0.91 2.94
C 0.22 1.72 2.19
C 0.93 2.75 2.80
C 1.86 3.45 2.07
C 2.05 3.12 0.73
C 1.29 2.10 0.20
N 0.39 1.42 0.91
C -4.52 0.03 3.39
H -6.78 1.79 1.57
H -2.25 -1.09 3.83
H -2.37 -1.96 2.30
H -0.30 -0.97 2.39
H -1.73 1.48 3.03
H -0.44 0.71 3.95
H 0.78 2.94 3.85
H 2.44 4.24 2.52
H 2.77 3.62 0.12
H 1.41 1.78 -0.83
H -4.37 -0.37 4.38
O -1.61 2.62 -6.69
N -1.36 3.52 -5.92
O -1.12 4.67 -6.22
C -1.40 3.22 -4.47
C -1.85 4.22 -3.68
C -1.97 3.99 -2.27
C -2.47 4.99 -1.41
C -2.57 4.71 -0.07
C -2.15 3.45 0.38
N -1.68 2.51 -0.41
C -1.61 2.75 -1.73
C -1.14 1.69 -2.59
N -0.84 0.48 -2.04
C -0.40 -0.48 -2.83
C -0.19 -0.32 -4.20
C -0.51 0.88 -4.78
C -1.02 1.91 -3.98
H -2.11 5.17 -4.10
H -2.77 5.94 -1.81
H -2.96 5.43 0.63
H -2.20 3.21 1.43
H -0.19 -1.43 -2.36
H 0.20 -1.14 -4.78
H -0.37 1.03 -5.84
Cl -3.31 -1.29 -2.24
C -2.45 -2.56 -1.39
C -1.57 -2.25 -0.36
C -1.05 -3.37 0.27
Cl -0.10 -3.17 1.72
C -1.26 -4.69 -0.13
Cl -0.51 -6.01 0.68
C -2.10 -4.93 -1.21
Cl -2.39 -6.54 -1.75
C -2.73 -3.85 -1.83
Cl -3.82 -4.15 -3.13
S 2.27 -0.58 2.85
P 2.74 -1.30 1.07
S 1.45 -1.08 -0.49
C 4.32 -0.55 0.53
C 5.43 -0.71 1.36
C 6.64 -0.14 1.03
C 6.76 0.60 -0.14
C 5.66 0.75 -0.97
C 4.45 0.17 -0.64
C 3.15 -3.07 1.17
C 3.25 -3.83 0.01
C 3.57 -5.17 0.08
C 3.80 -5.77 1.31
C 3.70 -5.02 2.47
C 3.38 -3.67 2.41
H 5.33 -1.28 2.28
H 7.49 -0.27 1.68
H 7.71 1.04 -0.41
H 5.75 1.32 -1.89
H 3.59 0.28 -1.29
H 3.06 -3.37 -0.95
H 3.64 -5.75 -0.82
H 4.04 -6.82 1.37
H 3.87 -5.48 3.44
H 3.27 -3.08 3.31
*
```



[7]
Computed, not measured: the molecule C8H10OS2, with wB97M-V/def2-TZVPD.

Output
Electronic energy   -32172.8571 eV
ΔE to the lowest compared entry with this formula, charge and spin   228.9 kJ/mol
HOMO energy   -8.3 eV
Orbital gap   8.52 eV

The geometry in ORCA input format:
```
! wB97M-V def2-TZVPD RIJCOSX def2/J DEFGRID3
* xyz 0 1
C -0.43 0.13 1.60
C 0.61 1.71 0.15
C -0.84 -0.72 0.57
C 0.11 0.93 -0.91
C 0.41 1.22 1.45
C -0.53 -0.33 -0.76
C 0.78 2.02 2.63
C -0.17 -2.53 -2.60
O -1.51 -1.78 1.06
S 0.49 0.05 -3.94
S -0.84 -0.80 -2.76
H -0.72 -0.19 2.70
H 1.05 2.56 -0.16
H -1.28 -2.09 1.96
H 0.37 1.30 -1.98
H 0.30 1.69 3.43
H 1.77 1.83 2.79
H 0.65 3.19 2.46
H -0.48 -2.88 -3.60
H 0.94 -2.53 -2.40
H -0.65 -2.78 -1.69
*
```



[8]
Computed, not measured: a structure of composition C14H56AsF6N28O14, with wB97M-V/def2-TZVPD.

Output
Electronic energy   -162971.5645 eV
⟨S²⟩   0.7518
HOMO energy (spin up / spin down)   0.0 / -4.6 eV
Orbital gap (spin up / spin down)   3.15 / 7.62 eV

The geometry in ORCA input format:
```
! wB97M-V def2-TZVPD RIJCOSX def2/J DEFGRID3
* xyz -2 2
As 0.50 0.04 -0.11
F -0.19 0.87 -1.51
F -1.12 -0.38 0.38
F 1.11 -0.98 1.28
F 2.19 0.52 -0.46
F 0.28 1.53 0.86
F 0.74 -1.40 -1.07
C 4.39 -1.31 3.21
O 4.73 -2.10 2.38
N 5.10 -0.86 4.21
N 3.29 -0.65 3.14
H 6.09 -1.02 4.18
H 4.73 -0.38 5.02
H 2.53 -1.07 2.63
H 3.18 0.18 3.70
C -1.12 0.96 4.04
O -1.51 1.14 5.20
N -1.55 0.04 3.21
N -0.18 1.71 3.55
H -1.16 -0.11 2.29
H -2.27 -0.59 3.54
H 0.36 1.53 2.72
H -0.14 2.69 3.77
C -4.69 1.26 1.63
O -5.19 1.71 2.70
N -3.45 1.47 1.18
N -5.48 0.58 0.75
H -2.98 2.11 1.80
H -3.14 1.18 0.27
H -6.45 0.84 0.84
H -5.00 0.19 -0.05
C 3.41 2.63 3.31
O 3.76 2.49 4.46
N 3.79 2.01 2.30
N 2.35 3.30 2.89
H 4.37 1.24 2.62
H 3.36 1.94 1.39
H 1.69 3.68 3.56
H 2.15 3.57 1.94
C 0.74 2.04 -4.76
O 0.01 1.25 -5.38
N 0.64 3.32 -4.73
N 1.47 1.65 -3.82
H 1.30 3.93 -4.26
H -0.23 3.65 -5.12
H 1.81 2.35 -3.17
H 1.46 0.64 -3.86
C 5.04 -0.28 -2.61
O 5.91 -0.77 -3.20
N 4.05 0.42 -3.09
N 4.68 -0.70 -1.45
H 3.54 0.90 -2.36
H 4.01 0.60 -4.08
H 5.31 -1.28 -0.93
H 3.81 -0.43 -1.01
C -0.03 -4.18 2.91
O -1.12 -4.42 3.30
N 0.57 -4.69 1.89
N 0.60 -3.23 3.50
H 1.54 -4.61 1.65
H 0.05 -5.40 1.39
H 1.27 -2.79 2.87
H 0.18 -2.79 4.30
C -4.67 -2.75 1.08
O -4.60 -3.85 0.56
N -5.62 -2.42 1.91
N -3.71 -1.83 1.09
H -5.81 -1.50 2.29
H -6.26 -3.18 2.13
H -2.88 -1.86 0.51
H -3.94 -1.06 1.70
C -4.05 0.57 -2.40
O -5.28 0.31 -2.45
N -3.57 1.72 -2.30
N -3.00 -0.25 -2.42
H -2.58 1.89 -2.36
H -4.20 2.50 -2.15
H -2.09 0.19 -2.46
H -3.06 -1.25 -2.50
C 4.06 -3.98 -0.38
O 3.82 -4.68 -1.32
N 5.08 -4.06 0.38
N 3.25 -3.03 0.06
H 5.76 -4.80 0.33
H 5.06 -3.34 1.08
H 2.53 -2.61 -0.52
H 3.47 -2.54 0.91
C -2.71 4.71 1.28
O -3.60 4.88 2.12
N -1.44 4.48 1.57
N -3.00 4.61 0.01
H -0.76 4.19 0.88
H -1.16 4.59 2.53
H -3.87 4.28 -0.37
H -2.23 4.42 -0.61
C 0.09 4.58 -1.15
O 0.90 4.60 -0.24
N -0.27 3.44 -1.66
N -0.47 5.62 -1.73
H -0.70 3.46 -2.57
H 0.22 2.59 -1.43
H -1.23 5.27 -2.29
H -0.48 6.52 -1.27
C -0.23 -2.11 -4.55
O -0.13 -3.33 -4.49
N 0.18 -1.47 -5.58
N -0.63 -1.39 -3.56
H 0.76 -2.01 -6.20
H -0.04 -0.49 -5.67
H -0.72 -1.90 -2.69
H -1.08 -0.50 -3.68
C -1.52 -3.66 -1.02
O -2.22 -2.62 -1.19
N -0.18 -3.89 -1.15
N -2.16 -4.73 -0.65
H 0.52 -3.16 -1.15
H 0.13 -4.83 -1.37
H -3.13 -4.59 -0.40
H -1.62 -5.49 -0.26
*
```



Please write out number 3 again, unchanged.
Computed, not measured: a cluster of 2 separate species, C2H2N2O2S in total, with wB97M-V/def2-TZVPD.

Output
Electronic energy   -20014.9549 eV
ΔE to the lowest compared entry with this formula, charge and spin   134.5 kJ/mol
HOMO energy   -10.0 eV
Structure (SMILES)   N#CSO.N=C=O
Orbital gap   9.64 eV

The geometry in ORCA input format:
```
! wB97M-V def2-TZVPD RIJCOSX def2/J DEFGRID3
* xyz 0 1
C -1.89 1.22 0.19
C 1.95 -0.58 -0.77
N -2.10 2.21 0.74
N 1.87 0.38 -0.09
O -1.58 -1.42 0.66
O 2.16 -1.61 -1.34
S -1.52 -0.30 -0.52
H -0.73 -1.38 1.25
H 1.84 1.47 -0.12
*
```



Q: Among the records above, which one has the highest electronic energy?
A: C4H10N2



Q: The lowest electronic energy belongs to which entry?
A: C43H28Cl5I2N5O3PS2V